## a
Computed, not measured: an isolated molecule of C16H24N2O3, with wB97M-V/def2-TZVPD.

Computed properties:
- Orbital gap: 8.654 eV
- Total charge: 0
- Highest occupied orbital energy: -8.197 eV
- Structure (SMILES): COCCCNC[C@H](O)COc1cccc2[nH]c(C)cc12
- Multiplicity: 1
- LUMO level: 0.457 eV

XYZ file:
```
45
Properties=species:S:1:pos:R:3:nbo_charge:R:1
C 1.90 1.38 -4.92 -0.270
O 1.35 1.56 -3.61 -0.547
C 2.32 1.23 -2.52 -0.059
C 2.62 -0.22 -2.42 -0.499
C 3.59 -0.53 -1.47 -0.213
N 3.35 0.10 -0.04 -0.693
C 2.12 -0.70 0.56 -0.253
C 2.11 -0.37 2.07 0.097
O 3.26 -0.81 2.63 -0.711
C 0.85 -0.95 2.80 0.015
O -0.23 -0.53 2.50 -0.558
C -1.15 -0.90 1.22 0.260
C -0.82 -2.03 0.81 -0.252
C -1.67 -2.52 -0.42 -0.126
C -2.63 -1.50 -0.79 -0.265
C -3.01 -0.34 -0.19 0.160
N -3.86 0.61 -0.29 -0.526
C -3.79 1.41 0.80 0.161
C -4.58 2.69 0.84 -0.626
C -2.59 1.28 1.54 -0.264
C -2.10 -0.14 0.96 -0.097
H 1.25 1.75 -5.69 0.197
H 2.05 0.30 -5.30 0.159
H 3.00 1.71 -5.18 0.170
H 3.32 1.96 -2.88 0.148
H 2.21 1.94 -1.66 0.226
H 1.77 -0.69 -2.14 0.227
H 3.25 -0.63 -3.21 0.241
H 4.60 -0.13 -1.56 0.192
H 3.92 -1.29 -1.09 0.209
H 3.30 1.23 -0.05 0.363
H 2.20 -1.63 0.38 0.176
H 1.21 -0.26 0.32 0.182
H 1.93 0.84 2.10 0.108
H 3.95 -0.53 2.11 0.482
H 1.16 -0.82 4.05 0.149
H 0.97 -2.12 2.75 0.103
H -0.07 -2.62 0.99 0.218
H -1.36 -3.22 -0.89 0.162
H -3.31 -2.00 -1.47 0.200
H -4.68 0.57 -1.11 0.430
H -4.24 3.48 1.62 0.250
H -4.56 2.95 -0.14 0.211
H -5.73 2.35 0.93 0.205
H -2.10 1.87 2.39 0.259
```

## b
Computed, not measured: a 2-piece molecular cluster, C16H24N2O3 overall, with wB97M-V/def2-TZVPD.

Computed properties:
- Orbital gap: 6.964 eV
- Total charge: 0
- Highest occupied orbital energy: -6.787 eV
- Multiplicity: 1
- LUMO level: 0.177 eV

XYZ file:
```
45
Properties=species:S:1:pos:R:3:nbo_charge:R:1
C -3.98 -0.97 -1.77 -0.056
C -2.56 -0.98 -1.17 -0.553
C -1.79 0.36 -1.28 0.615
O -0.60 0.40 -1.53 -0.528
C -2.66 1.63 -1.15 -0.551
C -4.07 1.52 -1.74 -0.055
O -4.70 0.25 -1.54 -0.543
H -3.91 -1.16 -2.86 0.163
H -4.61 -1.74 -1.31 0.199
H -2.59 -1.23 -0.10 0.237
H -1.95 -1.73 -1.69 0.246
H -2.71 1.87 -0.08 0.230
H -2.12 2.43 -1.67 0.235
H -4.77 2.23 -1.26 0.198
H -4.02 1.74 -2.83 0.163
C 3.24 -2.68 -1.50 -0.623
C 2.61 -1.35 -1.82 -0.205
N 2.52 -0.43 -0.68 -0.458
C 3.67 0.45 -0.42 -0.209
C 3.48 1.81 -1.07 -0.614
C 1.49 -0.63 0.23 0.623
C 1.20 0.43 1.12 -0.296
N 0.32 0.30 2.19 -0.217
C -0.15 -0.92 2.63 -0.022
C -1.03 -0.98 3.69 -0.202
C -1.47 0.19 4.32 -0.245
C -0.94 1.41 3.90 -0.219
C -0.03 1.45 2.87 -0.010
O 0.83 -1.71 0.17 -0.724
H 3.26 -3.30 -2.39 0.204
H 4.26 -2.54 -1.13 0.192
H 2.64 -3.19 -0.74 0.233
H 3.17 -0.81 -2.59 0.182
H 1.58 -1.50 -2.15 0.226
H 3.79 0.57 0.67 0.198
H 4.56 -0.05 -0.81 0.196
H 4.35 2.45 -0.88 0.203
H 3.34 1.68 -2.16 0.210
H 2.59 2.30 -0.66 0.207
H 1.78 1.35 1.09 0.194
H 0.22 -1.78 2.09 0.276
H -1.36 -1.96 3.99 0.228
H -2.19 0.15 5.14 0.223
H -1.21 2.36 4.36 0.230
H 0.50 2.34 2.51 0.218
```

## c
Computed, not measured: an isolated molecule of C16H24N2O3, with wB97M-V/def2-TZVPD.

Computed properties:
- Orbital gap: 8.181 eV
- Total charge: 0
- Highest occupied orbital energy: -7.549 eV
- Structure (SMILES): COc1ccc(NC(=O)CN2CCCCCC2)cc1OC
- Multiplicity: 1
- LUMO level: 0.633 eV

XYZ file:
```
45
Properties=species:S:1:pos:R:3:nbo_charge:R:1
C -6.69 -1.21 -0.63 -0.249
O -5.86 -0.12 -0.36 -0.487
C -4.53 -0.35 -0.13 0.227
C -3.93 -1.60 -0.12 -0.275
C -2.57 -1.74 0.13 -0.252
C -1.80 -0.62 0.38 0.146
N -0.43 -0.69 0.64 -0.612
C 0.40 -1.76 0.65 0.670
O 0.08 -2.91 0.46 -0.613
C 1.84 -1.35 0.98 -0.313
N 2.13 0.00 0.53 -0.470
C 3.12 0.72 1.30 -0.199
C 4.59 0.42 1.01 -0.430
C 5.07 1.07 -0.29 -0.404
C 4.78 0.26 -1.56 -0.397
C 3.50 -0.58 -1.53 -0.428
C 2.28 0.12 -0.91 -0.225
C -2.39 0.65 0.38 -0.340
C -3.75 0.79 0.13 0.347
O -4.41 1.98 0.11 -0.494
C -3.69 3.16 0.36 -0.251
H -6.37 -1.75 -1.53 0.174
H -7.68 -0.80 -0.79 0.199
H -6.72 -1.91 0.21 0.174
H -4.51 -2.49 -0.31 0.221
H -2.12 -2.72 0.14 0.254
H 0.05 0.20 0.79 0.422
H 2.50 -2.13 0.56 0.200
H 1.94 -1.39 2.06 0.223
H 2.91 0.52 2.36 0.198
H 2.94 1.79 1.13 0.186
H 4.76 -0.66 0.99 0.201
H 5.18 0.82 1.84 0.214
H 6.15 1.23 -0.23 0.212
H 4.61 2.05 -0.36 0.192
H 5.61 -0.41 -1.76 0.204
H 4.73 0.96 -2.40 0.202
H 3.69 -1.50 -0.99 0.199
H 3.26 -0.86 -2.56 0.217
H 1.37 -0.31 -1.36 0.207
H 2.30 1.18 -1.15 0.195
H -1.78 1.51 0.57 0.210
H -4.41 3.97 0.30 0.201
H -2.90 3.32 -0.38 0.173
H -3.24 3.15 1.36 0.173
```

## d
Computed, not measured: an isolated molecule of C16H24N2O3, with wB97M-V/def2-TZVPD.

Computed properties:
- Orbital gap: 9.168 eV
- Total charge: 0
- Highest occupied orbital energy: -8.427 eV
- Structure (SMILES): CCOC(Cn1c(CCCO)nc2ccccc21)OCC
- Multiplicity: 1
- LUMO level: 0.742 eV

XYZ file:
```
45
Properties=species:S:1:pos:R:3:nbo_charge:R:1
C -4.37 -1.19 0.73 -0.645
C -4.08 -0.15 -0.34 -0.053
O -2.73 0.27 -0.41 -0.550
C -1.82 -0.67 -0.90 0.388
C -0.81 0.06 -1.83 -0.244
N 0.31 0.64 -1.15 -0.369
C 1.54 0.08 -0.93 0.446
C 1.90 -1.28 -1.44 -0.464
C 3.37 -1.61 -1.21 -0.425
C 3.66 -2.15 0.19 -0.050
O 3.23 -1.31 1.23 -0.754
N 2.34 0.86 -0.26 -0.551
C 1.63 2.00 0.01 0.169
C 1.99 3.15 0.70 -0.228
C 1.05 4.15 0.81 -0.225
C -0.23 4.02 0.27 -0.218
C -0.61 2.88 -0.42 -0.232
C 0.34 1.88 -0.55 0.084
O -1.19 -1.44 0.09 -0.563
C -0.93 -0.80 1.34 -0.063
C 0.04 -1.65 2.13 -0.638
H -3.74 -2.07 0.59 0.219
H -5.42 -1.49 0.66 0.216
H -4.19 -0.78 1.72 0.212
H -4.39 -0.53 -1.32 0.160
H -4.63 0.77 -0.13 0.191
H -2.35 -1.41 -1.53 0.155
H -0.43 -0.67 -2.56 0.216
H -1.36 0.85 -2.36 0.222
H 1.68 -1.31 -2.51 0.220
H 1.26 -2.02 -0.95 0.243
H 3.69 -2.37 -1.93 0.213
H 3.96 -0.71 -1.38 0.220
H 4.75 -2.32 0.28 0.159
H 3.16 -3.11 0.33 0.163
H 3.23 -0.40 0.90 0.499
H 2.98 3.25 1.12 0.222
H 1.30 5.06 1.34 0.212
H -0.94 4.82 0.39 0.212
H -1.61 2.77 -0.82 0.224
H -0.53 0.21 1.19 0.178
H -1.88 -0.70 1.89 0.166
H 1.04 -1.63 1.69 0.242
H -0.31 -2.68 2.15 0.206
H 0.11 -1.28 3.15 0.212
```

Most stable of them? d.

## a
Computed, not measured: an isolated molecule of C4H10N2S, with wB97M-V/def2-TZVPD.

Computed properties:
- Orbital gap: 9.247 eV
- Total charge: 0
- Highest occupied orbital energy: -8.404 eV
- Structure (SMILES): N[C@@H]1[C@H](N)[C@@H]1CS
- Multiplicity: 1
- LUMO level: 0.843 eV

XYZ file:
```
17
Properties=species:S:1:pos:R:3:nbo_charge:R:1
N 0.96 1.67 -0.50 -0.842
C 1.04 0.85 0.64 -0.034
C 1.57 -0.58 0.58 -0.108
N 2.04 -0.94 -0.77 -0.847
C 0.11 -0.34 0.82 -0.264
C -0.85 -0.77 -0.22 -0.527
S -2.41 0.12 -0.17 -0.035
H 1.23 1.08 -1.29 0.378
H 1.59 2.48 -0.41 0.370
H 1.37 1.44 1.54 0.200
H 2.05 -0.91 1.50 0.187
H 1.88 -1.95 -0.91 0.366
H 3.03 -0.78 -0.82 0.368
H -0.30 -0.50 1.82 0.218
H -0.95 -1.82 -0.30 0.219
H -0.46 -0.37 -1.17 0.235
H -3.15 -0.62 0.73 0.115
```

## b
Computed, not measured: an isolated molecule of C4H10N2S, with wB97M-V/def2-TZVPD.

Computed properties:
- Orbital gap: 10.033 eV
- Total charge: 0
- Highest occupied orbital energy: -9.265 eV
- Structure (SMILES): C/N=C(/C)N(C)S
- Multiplicity: 1
- LUMO level: 0.768 eV

XYZ file:
```
17
Properties=species:S:1:pos:R:3:nbo_charge:R:1
C 2.02 -0.68 -0.79 -0.461
N 1.43 0.59 -0.35 -0.438
C 0.18 0.68 -0.15 0.440
C -0.35 2.03 0.24 -0.679
N -0.73 -0.38 -0.27 -0.635
C -0.66 -1.47 0.74 -0.412
S -2.28 -0.11 -0.83 0.210
H 2.85 -0.46 -1.49 0.209
H 1.32 -1.36 -1.30 0.189
H 2.52 -1.26 0.02 0.201
H -0.88 2.54 -0.58 0.236
H 0.52 2.67 0.40 0.247
H -1.04 1.99 1.11 0.213
H -1.15 -1.19 1.71 0.183
H 0.39 -1.71 0.92 0.211
H -1.22 -2.39 0.45 0.219
H -2.92 0.51 0.19 0.069
```

## c
Computed, not measured: C4H10N2S as an isolated structure, with wB97M-V/def2-TZVPD.

Computed properties:
- Orbital gap: 8.414 eV
- Total charge: 0
- Highest occupied orbital energy: -8.605 eV
- Multiplicity: 1
- LUMO level: -0.191 eV

XYZ file:
```
17
Properties=species:S:1:pos:R:3:nbo_charge:R:1
C 0.20 1.54 -0.97 -0.188
C -0.10 0.82 0.41 -0.241
C 0.52 -0.42 0.69 -0.104
C -0.95 -0.41 0.55 -0.427
H 0.06 -0.28 -2.05 0.371
H 0.82 1.19 -2.62 0.359
H -1.00 1.65 -1.43 0.143
H 0.75 2.46 -0.94 0.213
H 0.05 1.46 1.26 0.239
H 1.19 -0.87 -0.13 0.210
H 2.22 -0.84 1.77 0.365
H 0.49 -1.71 2.22 0.364
H -1.43 -0.70 1.46 0.238
H -2.66 -2.54 0.27 0.160
N 0.77 0.56 -1.86 -0.849
N 0.99 -0.72 1.98 -0.823
S -1.95 -1.22 -0.63 -0.031
```

## d
Computed, not measured: an isolated molecule of C4H10N2S, with wB97M-V/def2-TZVPD.

Computed properties:
- Orbital gap: 8.540 eV
- Total charge: 0
- Highest occupied orbital energy: -7.661 eV
- Structure (SMILES): CCN(C)/C=N\S
- Multiplicity: 1
- LUMO level: 0.878 eV

XYZ file:
```
17
Properties=species:S:1:pos:R:3:nbo_charge:R:1
C 1.94 -0.78 -0.65 -0.626
C 1.13 0.48 -0.85 -0.195
N -0.20 0.46 -0.22 -0.440
C -1.14 -0.44 -0.76 -0.436
C -0.29 0.96 1.02 0.274
N -1.15 0.89 2.00 -0.660
S -2.53 -0.11 1.94 0.108
H 2.93 -0.69 -1.10 0.220
H 2.13 -0.91 0.44 0.211
H 1.37 -1.67 -1.02 0.211
H 1.72 1.31 -0.50 0.206
H 0.91 0.56 -1.91 0.190
H -2.13 0.01 -0.61 0.227
H -1.25 -1.52 -0.41 0.205
H -1.01 -0.43 -1.88 0.205
H 0.54 1.63 1.33 0.179
H -2.97 0.25 3.17 0.119
```

Most stable of them? b.

## a
Computed, not measured: a 3-piece molecular cluster, C3H11NO3S overall, with wB97M-V/def2-TZVPD.

Computed properties:
- Orbital gap: 9.574 eV
- Total charge: 0
- Highest occupied orbital energy: -9.030 eV
- Structure (SMILES): N[C@H](C=O)CS.O.O
- Multiplicity: 1
- LUMO level: 0.544 eV

XYZ file:
```
19
Properties=species:S:1:pos:R:3:nbo_charge:R:1
N -0.51 -1.60 -0.77 -0.847
C -0.89 -0.35 -0.09 -0.189
C -1.32 -0.70 1.34 0.453
O -2.03 -0.01 2.02 -0.522
C -2.04 0.33 -0.80 -0.528
S -1.54 1.11 -2.37 -0.044
H -1.02 -1.71 -1.63 0.368
H 0.49 -1.68 -0.92 0.374
H -0.01 0.30 -0.04 0.222
H -0.95 -1.69 1.67 0.113
H -2.85 -0.40 -0.92 0.219
H -2.47 1.11 -0.18 0.251
H -1.70 2.36 -1.94 0.129
O 3.19 -0.54 -1.74 -0.956
H 3.07 -0.94 -0.88 0.476
H 3.91 -0.89 -2.26 0.481
O 2.18 1.70 2.81 -0.951
H 2.71 1.17 3.43 0.474
H 1.78 2.44 3.27 0.477
```

## b
Computed, not measured: a 3-piece molecular cluster, C3H11NO3S overall, with wB97M-V/def2-TZVPD.

Computed properties:
- Orbital gap: 10.110 eV
- Total charge: 0
- Highest occupied orbital energy: -9.787 eV
- Structure (SMILES): O=CNCCS.O.O
- Multiplicity: 1
- LUMO level: 0.322 eV

XYZ file:
```
19
Properties=species:S:1:pos:R:3:nbo_charge:R:1
O 1.46 -2.83 -0.62 -0.592
C 0.43 -2.27 -0.34 0.529
N 0.35 -1.23 0.53 -0.637
C -0.87 -0.49 0.77 -0.225
C -0.77 0.98 0.40 -0.530
S 0.43 1.86 1.41 -0.056
H -0.53 -2.60 -0.76 0.098
H 1.24 -0.91 0.87 0.421
H -1.15 -0.61 1.82 0.197
H -1.69 -0.94 0.22 0.209
H -1.73 1.48 0.43 0.229
H -0.42 0.92 -0.64 0.209
H 0.03 3.10 1.10 0.143
O -2.09 1.07 -2.96 -0.930
H -3.03 1.15 -2.75 0.469
H -1.72 0.51 -2.25 0.462
O 3.40 0.15 0.57 -0.944
H 3.65 -0.32 1.38 0.471
H 3.01 0.99 0.83 0.478
```

Most stable of them? b.

## a
Computed, not measured: C2H5NO3S as an isolated structure, with wB97M-V/def2-TZVPD.

Computed properties:
- Orbital gap: 10.964 eV
- Total charge: 0
- Highest occupied orbital energy: -10.547 eV
- Multiplicity: 1
- LUMO level: 0.417 eV

XYZ file:
```
12
Properties=species:S:1:pos:R:3:nbo_charge:R:1
C -0.95 -0.49 0.30 0.841
C -1.65 0.79 0.41 -0.762
N 0.32 -0.44 -1.09 -1.071
O -0.84 -1.52 0.86 -0.445
O 2.65 0.46 -1.04 -0.943
O 1.35 0.24 1.16 -0.956
S 1.65 -0.20 -0.22 2.111
H -1.91 0.98 -0.59 0.266
H -0.83 1.32 0.97 0.313
H -2.33 0.59 1.22 0.261
H 0.24 -0.20 -2.01 0.413
H 2.30 -1.53 0.02 -0.026
```

## b
Computed, not measured: an isolated molecule of C2H5NO3S, with wB97M-V/def2-TZVPD.

Computed properties:
- Orbital gap: 10.304 eV
- Total charge: 0
- Highest occupied orbital energy: -9.690 eV
- Multiplicity: 1
- LUMO level: 0.614 eV

XYZ file:
```
12
Properties=species:S:1:pos:R:3:nbo_charge:R:1
C -1.06 -0.38 0.55 -0.081
C -0.09 -1.29 -0.22 -0.642
N 0.78 1.18 0.19 -0.090
O 2.49 -0.64 -0.75 -0.902
O -0.41 0.66 1.19 -0.405
O 0.32 2.32 -0.51 -0.573
S 1.16 -0.16 -1.01 1.365
H -1.87 -0.10 -0.25 0.149
H -1.59 -0.95 1.25 0.205
H 0.48 -1.80 0.47 0.230
H -0.74 -2.02 -0.89 0.251
H 0.53 3.18 -0.03 0.492
```

Most stable of them? a.

## a
Computed, not measured: an isolated molecule of C2H5NO3S, with wB97M-V/def2-TZVPD.

Computed properties:
- Orbital gap: 10.602 eV
- Total charge: 0
- Highest occupied orbital energy: -10.024 eV
- Multiplicity: 1
- LUMO level: 0.578 eV

XYZ file:
```
12
Properties=species:S:1:pos:R:3:nbo_charge:R:1
C 0.75 -0.40 0.70 0.042
C 0.72 -0.99 -1.55 -0.060
N 1.44 -0.52 -0.63 -0.405
O -1.65 1.34 1.54 -0.910
O -0.58 -0.68 0.64 -0.701
O -0.83 1.30 -0.86 -0.925
S -1.55 0.55 0.09 1.762
H 1.20 -0.98 1.42 0.194
H 0.85 0.64 1.04 0.165
H 1.20 -0.99 -2.53 0.179
H -0.30 -1.47 -1.46 0.160
H -1.25 2.19 1.59 0.500
```

## b
Computed, not measured: an isolated molecule of C2H5NO3S, with wB97M-V/def2-TZVPD.

Computed properties:
- Orbital gap: 9.924 eV
- Total charge: 0
- Highest occupied orbital energy: -9.351 eV
- Structure (SMILES): NC(=O)C(O)(O)S
- Multiplicity: 1
- LUMO level: 0.574 eV

XYZ file:
```
12
Properties=species:S:1:pos:R:3:nbo_charge:R:1
N -1.48 0.23 -0.58 -0.812
C -0.64 -0.78 -0.26 0.638
O -0.92 -1.93 -0.41 -0.601
C 0.75 -0.44 0.38 0.360
O 1.18 -1.60 1.00 -0.722
O 0.64 0.59 1.26 -0.723
S 2.14 0.05 -0.80 -0.104
H -1.37 1.09 -0.07 0.409
H -2.42 -0.08 -0.81 0.407
H 0.73 -2.35 0.66 0.508
H 1.25 0.57 1.95 0.497
H 1.28 0.89 -1.64 0.141
```

Most stable of them? b.

## a
Computed, not measured: a 2-piece molecular cluster, C3H10O2 overall, with wB97M-V/def2-TZVPD.

Computed properties:
- Orbital gap: 11.108 eV
- Total charge: 0
- Highest occupied orbital energy: -10.244 eV
- Structure (SMILES): CCCO.O
- Multiplicity: 1
- LUMO level: 0.864 eV

XYZ file:
```
15
Properties=species:S:1:pos:R:3:nbo_charge:R:1
C -2.41 -1.43 -0.29 -0.609
C -0.91 -1.41 -0.59 -0.451
C -0.11 -1.01 0.69 -0.041
O 0.89 -0.12 0.41 -0.732
H -2.55 -0.88 0.76 0.190
H -2.91 -0.78 -1.05 0.214
H -2.94 -2.31 -0.15 0.211
H -0.67 -0.82 -1.53 0.219
H -0.54 -2.35 -0.92 0.203
H 0.36 -1.97 1.11 0.158
H -0.76 -0.46 1.44 0.162
H 1.77 -0.52 0.56 0.476
O 2.26 3.39 -0.25 -0.942
H 1.97 4.20 -0.43 0.464
H 1.69 2.80 0.11 0.478
```

## b
Computed, not measured: a 3-piece molecular cluster, C3H10O2 overall, with wB97M-V/def2-TZVPD.

Computed properties:
- Orbital gap: 10.559 eV
- Total charge: 0
- Highest occupied orbital energy: -9.863 eV
- Structure (SMILES): C=CC.O.O
- Multiplicity: 1
- LUMO level: 0.696 eV

XYZ file:
```
15
Properties=species:S:1:pos:R:3:nbo_charge:R:1
C -0.03 1.87 0.41 -0.447
C -0.47 0.66 0.67 -0.175
C -0.03 -0.25 1.69 -0.663
H -0.24 2.42 -0.49 0.202
H 0.73 2.36 1.00 0.186
H -1.28 0.16 0.03 0.232
H -0.76 -0.46 2.49 0.230
H 0.83 0.28 2.11 0.200
H 0.37 -1.24 1.29 0.239
O -1.38 -1.55 -1.40 -0.969
H -1.48 -2.40 -1.86 0.467
H -0.48 -1.26 -1.74 0.493
O 1.38 -0.65 -1.34 -0.950
H 1.58 -0.08 -2.11 0.466
H 1.25 0.15 -0.75 0.488
```

Most stable of them? b.